C42H38N9O16S2 as an isolated structure. Source: the OMol25 dataset; level of theory: ωB97M-V with the def2-TZVPD basis set.

Positions of all 107 atoms, in Å:
N 1.48 4.10 -1.55
C 2.92 3.86 -1.66
S 3.68 3.49 -0.08
O 5.12 3.44 -0.25
O 3.19 2.18 0.28
N 3.21 4.50 1.08
S 3.22 6.09 0.78
O 1.90 6.59 0.45
O 3.75 6.75 1.95
C 4.34 6.54 -0.52
C 3.88 7.18 -1.66
C 4.78 7.56 -2.62
N 6.10 7.38 -2.61
C 6.49 6.73 -1.51
C 5.69 6.31 -0.47
H 1.32 5.01 -1.13
H 1.18 4.21 -2.52
H 3.46 4.62 -2.23
H 3.04 2.94 -2.25
H 2.83 7.39 -1.77
H 4.38 8.05 -3.50
H 7.54 6.48 -1.42
H 6.12 5.80 0.37
C 1.28 -2.70 -0.45
C 0.92 -3.25 -1.67
C 1.19 -2.57 -2.85
C 1.83 -1.34 -2.78
C 2.20 -0.78 -1.57
C 1.91 -1.47 -0.40
N 2.15 -0.63 -4.03
O 1.80 -1.15 -5.07
O 2.74 0.42 -3.95
H 1.07 -3.23 0.46
H 0.42 -4.21 -1.71
H 0.91 -3.00 -3.80
H 2.69 0.18 -1.52
H 2.19 -1.03 0.55
C -5.17 3.12 -0.76
C -4.17 3.42 0.16
C -3.06 4.14 -0.24
C -2.96 4.55 -1.55
C -3.94 4.26 -2.48
C -5.05 3.54 -2.08
N -1.78 5.33 -1.97
O -0.94 5.54 -1.13
O -1.73 5.71 -3.12
H -6.05 2.57 -0.45
H -4.26 3.09 1.18
H -2.27 4.37 0.47
H -3.85 4.59 -3.51
H -5.83 3.31 -2.79
C -1.78 -4.40 5.92
C -2.15 -4.96 4.71
C -1.87 -4.29 3.52
C -1.22 -3.07 3.58
C -0.85 -2.50 4.78
C -1.13 -3.17 5.96
N -0.91 -2.37 2.33
O -1.26 -2.88 1.28
O -0.31 -1.32 2.41
H -2.00 -4.93 6.84
H -2.66 -5.91 4.68
H -2.16 -4.72 2.58
H -0.35 -1.55 4.81
H -0.85 -2.74 6.91
C 9.68 1.65 1.26
C 8.57 2.32 0.75
C 8.74 3.45 -0.02
C 10.03 3.90 -0.28
C 11.14 3.25 0.22
C 10.96 2.12 0.99
N 10.20 5.10 -1.12
O 9.18 5.63 -1.50
O 11.32 5.47 -1.37
H 9.54 0.76 1.86
H 7.57 1.96 0.96
H 7.87 3.97 -0.41
H 12.13 3.62 0.01
H 11.82 1.60 1.39
C -6.84 -1.69 1.47
C -6.73 -1.66 2.85
C -6.41 -2.81 3.55
C -6.20 -3.98 2.85
C -6.31 -4.03 1.47
C -6.64 -2.88 0.78
N -5.83 -5.20 3.58
O -5.75 -5.13 4.79
O -5.61 -6.21 2.94
H -7.09 -0.79 0.93
H -6.90 -0.73 3.39
H -6.32 -2.79 4.63
H -6.14 -4.95 0.93
H -6.72 -2.90 -0.30
C -5.59 -9.00 -0.74
C -6.21 -9.54 -1.86
C -6.91 -8.72 -2.73
C -6.98 -7.36 -2.46
C -6.37 -6.81 -1.35
C -5.67 -7.64 -0.49
N -7.70 -6.48 -3.39
O -8.24 -6.99 -4.35
O -7.72 -5.29 -3.14
H -5.03 -9.64 -0.07
H -6.14 -10.60 -2.06
H -7.40 -9.13 -3.60
H -6.43 -5.75 -1.15
H -5.19 -7.22 0.39

Output
- energy above the lowest of the compared OMol25 structures with the same formula, charge and spin (eV) = 0.5287
- multiplicity = 1
- HOMO (eV) = -5.758
- net charge = -1
- F_max (eV Å⁻¹) = 2.33
- Kohn-Sham gap (eV) = 5.945